Below is a 12-piece molecular cluster, C16H56N10O12 overall at a distorted geometry, with properties calculated with ωB97M-V/def2-TZVPD.

Calculated values
Net charge: 0
E in eV: -56971.817
LUMO level in eV: 0.1
Orbital gap in eV: 9.4
2S+1: 1
Energy relative to the best compared isomer or geometry (same formula, charge and spin) in kcal/mol: 0.0
Structure (SMILES): NC(N)=O.NC(N)=O.NC(N)=O.NC(N)=O.NC(N)=O.CC(C)O.CC(C)O.CO.CO.CO.CO.CO

Each line ends with the Löwdin charge.
Cartesian coordinates (Å):
1 N -2.940630 0.869318 1.869031  0.205
2 C -3.224185 1.755616 0.951513  -0.709
3 N -4.480768 2.229906 1.066553  0.181
4 O -2.415550 2.146634 0.153033  -0.012
5 H -3.646181 0.649625 2.557540  0.121
6 H -1.997306 0.521369 1.964771  0.074
7 H -4.643255 2.947453 0.374580  0.113
8 H -5.134670 1.763641 1.679003  0.113
9 N 1.161472 -1.324547 0.616243  0.213
10 C 0.109269 -0.590762 0.845107  -0.842
11 N -0.385497 -0.031227 -0.221174  0.224
12 O -0.269838 -0.496302 1.909920  0.069
13 H 1.546688 -1.718927 1.462510  0.083
14 H 1.561417 -1.496438 -0.295123  0.077
15 H 0.000906 -0.340965 -1.101430  0.096
16 H -1.177373 0.595691 -0.218773  0.066
17 N -0.210453 3.562807 -0.948899  0.192
18 C -0.892558 4.585423 -1.375981  -0.795
19 N -2.110687 4.641610 -0.927146  0.171
20 O -0.464002 5.433814 -2.152001  0.001
21 H 0.668491 3.346927 -1.397189  0.121
22 H -0.772763 2.849704 -0.506867  0.050
23 H -2.656730 5.335196 -1.417952  0.118
24 H -2.588811 3.876923 -0.472453  0.054
25 N 2.636098 -2.156126 5.345807  0.180
26 C 2.048737 -2.000388 4.183528  -0.727
27 N 0.756962 -1.788901 4.256871  0.194
28 O 2.688424 -1.881639 3.149188  0.008
29 H 3.641273 -2.214976 5.266660  0.126
30 H 2.078525 -2.281000 6.178640  0.114
31 H 0.182459 -2.080088 5.034857  0.121
32 H 0.420734 -1.427809 3.375594  0.063
33 N -0.306576 -0.910734 -4.786203  0.213
34 C 0.530473 -0.482429 -3.960648  -0.836
35 N 0.061367 0.546744 -3.412314  0.199
36 O 1.584588 -0.969837 -3.688003  0.072
37 H -0.149912 -1.761958 -5.306755  0.139
38 H -1.133039 -0.359923 -4.969669  0.097
39 H -0.870093 0.880365 -3.615231  0.080
40 H 0.679208 1.189151 -2.937245  0.131
41 C -3.367196 2.099576 -3.250178  -0.051
42 C -2.856487 2.566236 -4.623070  -0.467
43 C -1.707013 3.521447 -4.628247  -0.050
44 O -2.514770 1.373293 -5.313853  -0.065
45 H -4.032592 1.236594 -3.225351  0.075
46 H -3.903392 2.907801 -2.752826  0.076
47 H -2.598020 1.629226 -2.637621  0.055
48 H -3.681356 3.064313 -5.132598  0.135
49 H -1.289125 3.743808 -5.610089  0.089
50 H -0.797347 3.256452 -4.089381  0.067
51 H -1.903465 4.502789 -4.196420  0.081
52 H -3.331204 0.967391 -5.614343  0.099
53 C 0.306526 2.000324 4.353833  -0.057
54 C 1.531461 2.152464 3.389573  -0.442
55 C 1.086379 2.924079 2.117902  -0.052
56 O 2.485774 2.984588 4.032619  -0.057
57 H -0.050106 3.009946 4.557774  0.071
58 H 0.512990 1.536941 5.318587  0.067
59 H -0.506939 1.407857 3.935081  0.051
60 H 1.887696 1.170704 3.077547  0.125
61 H 0.896726 3.974263 2.339786  0.084
62 H 0.236955 2.529630 1.560250  0.046
63 H 1.881611 2.784092 1.385703  0.071
64 H 2.071429 3.782456 4.369285  0.082
65 C -0.117655 -4.641188 1.263600  -0.157
66 O -1.258707 -5.424260 0.952486  -0.114
67 H 0.184966 -4.656867 2.310630  0.071
68 H 0.728189 -4.943635 0.646204  0.074
69 H -0.228498 -3.567084 1.114842  0.058
70 H -1.059118 -6.329792 1.201022  0.072
71 C -3.314120 -1.718845 -0.381144  -0.141
72 O -3.778760 -3.008916 -0.826176  -0.128
73 H -3.368497 -0.912013 -1.112019  0.074
74 H -3.844880 -1.502939 0.546100  0.066
75 H -2.274612 -1.866963 -0.088605  0.059
76 H -3.763726 -3.631514 -0.095591  0.067
77 C 4.365320 -4.996916 2.251844  -0.162
78 O 3.924661 -3.744117 1.715743  -0.133
79 H 3.487151 -5.612105 2.447941  0.063
80 H 5.033719 -5.605339 1.642610  0.071
81 H 4.928881 -4.874571 3.176793  0.068
82 H 3.629567 -3.187349 2.439989  0.000
83 C 4.588148 1.413253 -0.456972  -0.162
84 O 3.495356 0.555191 -0.703406  -0.130
85 H 5.524255 1.209301 -0.976778  0.073
86 H 4.195027 2.328999 -0.898526  0.070
87 H 4.792243 1.601912 0.596996  0.079
88 H 3.161081 0.081671 0.061861  0.048
89 C 1.747650 -3.920126 -2.460747  -0.145
90 O 1.818823 -2.684131 -1.759384  -0.144
91 H 1.569149 -4.761581 -1.791282  0.068
92 H 1.098494 -4.023456 -3.330241  0.069
93 H 2.678165 -4.146406 -2.981352  0.073
94 H 1.812983 -1.969429 -2.400296  0.001

Atomic forces in eV per Å
0.3 -1.8 1.7
-1.4 -0.3 1.9
0.0 0.8 -1.0
1.3 0.8 -2.1
0.5 -0.2 0.0
0.3 -0.4 0.2
-1.1 -0.2 0.4
-0.2 0.7 -0.5
2.8 -1.6 -0.3
3.5 -1.2 -7.0
-1.4 1.6 -3.2
-5.0 1.9 10.7
0.7 -0.3 -0.3
0.0 -0.5 0.2
-0.3 0.4 -0.1
0.1 -0.1 0.1
1.9 -2.8 0.8
1.4 1.9 -2.2
-4.2 1.3 0.8
0.5 0.4 -0.4
-0.2 0.1 0.3
0.7 -0.3 0.1
0.0 -0.1 0.3
0.4 0.0 -0.1
1.7 -0.9 1.8
0.3 0.9 0.1
-2.1 -0.1 -0.7
0.5 0.0 -1.1
-0.2 -0.2 0.8
0.8 0.1 0.0
0.1 0.3 -0.4
-1.2 0.1 0.0
-4.5 -4.0 -5.7
2.2 -1.1 0.5
-1.8 7.1 4.6
3.6 -1.5 0.4
0.0 0.2 0.2
0.1 -0.3 -0.4
0.4 0.2 0.0
-0.1 -0.2 0.1
0.0 0.1 0.4
-0.9 -0.6 0.8
1.5 0.9 0.2
0.6 -0.4 -0.8
-0.6 0.1 -1.0
0.4 0.0 0.4
0.6 0.9 0.3
-0.2 0.0 -0.2
-0.6 -0.3 -0.4
-0.2 -0.7 0.4
-0.6 -0.1 0.1
0.0 -0.1 0.0
0.4 -0.1 -0.4
-2.7 1.4 0.2
0.4 -1.0 -0.3
1.2 -1.1 0.1
-0.3 0.1 0.0
0.5 0.0 0.0
0.0 0.1 -0.3
0.7 0.2 0.5
0.1 0.0 -0.1
-0.4 -0.2 0.5
0.3 0.6 0.0
-0.3 -0.1 -0.1
0.9 0.3 0.1
-0.2 0.5 0.2
-0.1 -0.6 0.3
0.2 0.0 0.1
-0.8 -0.2 -0.6
0.0 0.0 0.0
0.5 -1.8 1.3
-0.4 0.8 -1.0
-0.4 -0.4 -0.2
-0.2 0.7 -0.1
0.2 0.5 -0.1
0.2 0.2 0.1
-0.6 0.3 0.5
1.1 -1.3 -0.6
0.0 -0.3 0.2
-0.1 0.6 -0.8
-0.1 0.2 0.3
-0.2 0.3 0.2
-0.9 1.3 -0.1
-0.1 -0.9 -0.4
-0.1 -0.8 0.0
0.6 0.6 0.2
0.0 -0.2 0.1
0.4 0.0 0.3
1.0 -0.3 -0.4
-0.5 -1.4 0.2
-0.2 0.3 0.2
-1.0 0.7 0.4
0.7 0.1 0.4
0.2 0.4 -0.8